The following is a quantum chemistry calculation of a molecular structure, C35H30CrN13O2SSb, from OMol25.

The geometry in ORCA input format:
```
! RIJCOSX wB97M-V def2-TZVPD def2/J DEFGRID3
* xyz 1 4
Cr 0.4365 0.4734 -0.0362
C 4.3120 2.1689 -1.0880
C 2.9893 2.0668 -0.6671
N 2.3471 0.9106 -0.7691
C 2.9999 -0.1572 -1.2698
C 4.3122 -0.0181 -1.6915
N 4.9622 1.1375 -1.6030
C 2.2269 -1.4200 -1.2914
C 2.7255 -2.6748 -1.5750
C 1.8944 -3.7953 -1.4550
C 0.5784 -3.5886 -1.0294
C 0.1377 -2.3076 -0.7591
N 0.9526 -1.2630 -0.9221
C -1.1860 -1.9345 -0.2107
C -2.2687 -2.7854 -0.0966
N -3.4380 -2.3784 0.3963
C -3.5251 -1.1264 0.8035
C -2.4454 -0.2457 0.7174
N -1.3005 -0.6506 0.1923
C 2.4055 -5.1621 -1.7382
C 1.6527 -6.2970 -1.4481
C 2.1744 -7.5498 -1.7318
N 3.3697 -7.7420 -2.2769
C 4.0909 -6.6621 -2.5532
C 3.6600 -5.3676 -2.3058
H 4.8438 3.1070 -0.9967
H 2.4539 2.9028 -0.2311
H 4.8593 -0.8524 -2.1109
H 3.7627 -2.7873 -1.8456
H -0.0929 -4.4205 -0.8903
H -2.2108 -3.8168 -0.4202
H -4.4664 -0.7948 1.2226
H -2.5046 0.7744 1.0753
H 0.6756 -6.2462 -0.9910
H 1.5986 -8.4390 -1.5056
H 5.0646 -6.8321 -2.9965
H 4.3167 -4.5537 -2.5753
N 4.2900 6.6498 2.2800
C 3.2016 5.8174 2.2767
C 3.1022 4.7680 3.1988
C 2.0245 3.9068 3.1693
C 1.0281 4.0801 2.2149
C 1.1025 5.1237 1.2970
C 2.1823 5.9811 1.3235
S -0.2940 2.9351 2.1587
O -1.5692 3.5779 2.2224
O 0.0219 1.8568 3.0481
N -0.1355 2.2559 0.6474
C -0.6863 2.6794 -0.5142
N -0.4999 1.6875 -1.4321
C -0.9843 1.8483 -2.6615
C -1.6491 3.0063 -2.9974
C -1.7547 3.9783 -2.0029
N -1.2793 3.8382 -0.7719
H 4.8785 6.6629 3.0944
H 4.2352 7.5162 1.7745
H 3.8771 4.6199 3.9409
H 1.9702 3.0906 3.8769
H 0.3030 5.2812 0.5824
H 2.2364 6.8023 0.6193
H -0.8250 1.0408 -3.3657
H -2.0523 3.1620 -3.9855
H -2.2430 4.9230 -2.2144
N 1.2983 -0.2355 1.5829
C 2.0607 -0.3587 2.4556
C 2.9719 -0.5218 3.4592
C 3.0838 0.4779 4.4591
N 3.1553 1.3236 5.2377
C 3.7893 -1.6820 3.4060
N 4.4051 -2.6524 3.3270
C -3.1146 -2.2271 4.8917
Sb -1.4726 -1.0680 4.1232
C -1.2197 0.1708 5.8429
C 0.0584 -2.4974 4.6314
H -2.8709 -2.6365 5.8717
H -3.3405 -3.0508 4.2138
H -4.0049 -1.6052 4.9858
H -1.2302 -0.4404 6.7442
H -2.0189 0.9085 5.8933
H -0.2693 0.6970 5.7658
H 0.6939 -2.0913 5.4177
H 0.6855 -2.7399 3.7744
H -0.4081 -3.4120 4.9957
*
```

Properties
- ⟨S²⟩: 3.775
- HOMO (spin up / spin down): -10.087 / -10.097 eV
- Electronic energy: -3896.8009 Ha
- ΔE to the lowest compared entry with this formula, charge and spin: 60.4 kJ/mol


The following is a quantum chemistry calculation of a molecular structure, C35H30N2O4PSW in a non-equilibrium geometry, from OMol25.

The geometry in ORCA input format:
```
! RIJCOSX wB97M-V def2-TZVPD def2/J DEFGRID3
* xyz 3 1
W -0.9360 0.1732 0.2715
O -2.0354 0.3678 -1.2570
C -3.3342 0.9030 -1.2762
C -3.5501 1.7079 -2.3758
C -4.8175 2.1922 -2.7045
C -5.8694 1.8418 -1.8775
C -5.6776 1.0797 -0.7212
C -4.3833 0.5891 -0.3486
C -4.1125 0.0624 0.9204
N -2.8251 0.0587 1.3466
N -2.6302 -0.1545 2.7200
C -1.3669 -0.1818 3.0894
O -0.3941 -0.0200 2.1786
C -0.8853 -0.4973 4.4377
C -1.7832 -0.8431 5.5071
C -1.2619 -1.6566 6.5447
C 0.1466 -1.8118 6.6157
C 1.0055 -1.4637 5.6255
C 0.4848 -0.7329 4.5582
H -2.7034 1.8922 -2.9867
H -4.9373 2.7430 -3.6338
H -6.8264 2.3043 -2.0464
H -6.5729 0.9123 -0.1349
H -4.9160 -0.2662 1.5957
H -2.8521 -0.5048 5.4755
H -1.8416 -2.0635 7.3704
H 0.4947 -2.2339 7.5409
H 2.0675 -1.6395 5.6552
H 1.1240 -0.4412 3.7452
O 0.6256 3.1584 2.4343
C 0.8373 2.5012 1.4292
O -0.1472 2.0815 0.6118
C 2.2416 2.2963 0.9241
C 3.2259 3.1185 1.4782
C 4.5321 3.0250 1.0577
C 4.9573 1.9760 0.1853
C 3.9970 1.0505 -0.2515
C 2.6220 1.2088 0.0971
P 1.3947 0.2714 -0.8907
C 2.0638 -1.3592 -1.4297
C 1.6740 -1.7605 -2.7277
C 2.3878 -2.8210 -3.3631
C 3.4107 -3.4440 -2.7241
C 3.8126 -3.0181 -1.4534
C 3.1647 -1.9948 -0.8021
C 1.4027 1.2876 -2.4759
C 2.3870 1.1196 -3.4670
C 2.4200 1.8836 -4.6417
C 1.3677 2.7411 -4.9771
C 0.3765 2.9541 -3.9951
C 0.3938 2.2134 -2.7910
H 2.8791 3.8053 2.2614
H 5.2454 3.7915 1.4281
H 5.9690 1.8036 -0.1592
H 4.2582 0.2027 -0.8689
H 0.8875 -1.2241 -3.2703
H 2.0941 -3.1149 -4.3532
H 3.8948 -4.3264 -3.1396
H 4.6740 -3.4645 -0.9565
H 3.4438 -1.8334 0.2203
H 3.2022 0.4299 -3.2978
H 3.2969 1.8084 -5.2437
H 1.4302 3.2199 -5.9810
H -0.4302 3.6710 -4.2118
H -0.3620 2.4540 -2.0638
C -2.7043 -2.8592 -1.1563
S -1.2512 -2.4134 -0.1008
C -1.4237 -3.3539 1.4780
H -3.1276 -1.9157 -1.4754
H -3.4053 -3.4516 -0.5890
H -2.2296 -3.3582 -1.9779
H -1.2328 -4.4128 1.3177
H -2.4209 -3.2488 1.8803
H -0.6459 -3.0160 2.1960
*
```

Properties
- HOMO (spin up / spin down): -16.411 / -16.436 eV
- Electronic energy: -2567.7679 Ha